Formula: C21H19N3O4S
Source: the Open Molecules 2025 dataset
Level of theory: ωB97M-V/def2-TZVPD

Geometry as XYZ:
```
48
Properties=species:S:1:pos:R:3:forces:R:3
C 2.922497 -2.614086 -2.195873 -0.0366 0.2179 0.1051
C 2.657245 -1.191610 -1.713872 0.2481 -0.1392 -0.2315
N 1.767297 -1.171286 -0.578742 0.1704 -0.0223 -0.2061
C 2.178841 -0.868490 0.702918 0.5544 0.2212 0.1735
O 3.311502 -0.551734 1.013139 -0.0575 -0.1389 0.0736
C 0.966708 -0.942267 1.556977 -0.7287 -0.1205 0.0841
C 0.696422 -0.735513 2.886002 0.3511 0.0124 -0.3592
C -0.641339 -0.844017 3.304318 -0.2734 -0.0292 0.1371
C -1.677549 -1.110712 2.436717 0.0042 -0.0452 0.0097
C -1.431449 -1.303626 1.061566 0.4873 -0.0354 -0.3074
C -2.351622 -1.466033 -0.016901 0.7389 -0.5067 -0.6102
N -3.723270 -1.262017 0.164412 -0.7515 0.5498 -0.1749
S -4.303385 0.208598 -0.489665 0.1347 -0.0465 0.4930
O -4.581242 0.014503 -1.876407 0.3653 -0.0100 -0.1507
O -5.362380 0.609703 0.386985 0.1022 0.0726 0.2503
C -2.846177 1.226981 -0.305524 -0.6642 -0.2431 -0.2665
C -2.447428 1.622099 0.958152 -0.0036 0.2371 0.0632
C -1.156373 2.071469 1.153443 -0.0175 0.0415 -0.1016
C -0.249018 2.093362 0.089666 -0.4418 -0.1474 -0.2008
N 1.077248 2.407504 0.361631 0.0498 0.1659 0.3727
C 2.171277 2.269683 -0.462987 0.1914 0.2107 0.3882
C 3.471684 2.549028 0.241774 0.1700 -0.0994 -0.1181
O 2.097951 1.934831 -1.621634 0.0355 -0.1158 -0.3344
C -0.695052 1.781092 -1.195872 0.0981 0.0776 -0.0985
C -1.988735 1.337233 -1.383990 -0.0703 0.2161 0.0790
C -1.870635 -1.646224 -1.298868 -0.4147 -0.2412 0.5839
C -0.502817 -1.627367 -1.632964 0.7731 0.0435 0.2071
C 0.397228 -1.382817 -0.627611 -0.7767 -0.1052 -0.1492
C -0.090241 -1.242822 0.686020 -0.0702 -0.0084 0.3281
H 3.384588 -3.198582 -1.403626 0.0404 -0.0749 0.0435
H 3.593410 -2.593823 -3.049987 0.0576 -0.0456 -0.1119
H 1.995827 -3.101453 -2.489538 -0.0580 -0.0984 -0.0561
H 2.223311 -0.580913 -2.510243 0.0685 0.0347 0.0960
H 3.589203 -0.724399 -1.386414 -0.1702 0.0377 -0.0872
H 1.475287 -0.500512 3.595249 0.0992 0.0235 0.0630
H -0.863623 -0.699510 4.351657 -0.0454 -0.0003 0.0726
H -2.685172 -1.169042 2.824049 -0.0779 0.0459 0.0867
H -4.028944 -1.328460 1.124587 -0.1510 0.0688 0.0587
H -3.147410 1.559797 1.776656 -0.0209 -0.0303 0.1783
H -0.830208 2.361104 2.141875 0.0320 0.0164 0.1255
H 1.270743 2.633170 1.327946 0.0516 -0.0306 -0.1925
H 4.236225 2.781449 -0.493923 -0.0312 0.0413 -0.0314
H 3.770659 1.640448 0.767568 0.0063 0.0296 0.0354
H 3.383876 3.363373 0.955586 0.0003 0.0928 0.0727
H -0.011944 1.844076 -2.025394 -0.0172 -0.0179 -0.0098
H -2.346867 1.053070 -2.359912 0.0576 -0.0685 -0.1488
H -2.599445 -1.753388 -2.087002 -0.0843 -0.0390 -0.0990
H -0.206717 -1.751857 -2.661945 0.0748 0.0029 -0.1354
```
Forces are in eV/Å.

Computed properties:
Multiplicity: 1
Highest occupied orbital energy, eV: -8.0808
Orbital gap, Ha: 0.2701
SMILES: CCN1C(=O)c2cccc3c(NS(=O)(=O)c4ccc(NC(C)=O)cc4)ccc1c23

Atomic partial charges in e from the Mulliken method, atoms 1 to 6: -1.32 -0.75 0.49 -0.09 -0.72 -0.01

***

Formula: C21H19N4O4Ru
Source: the Open Molecules 2025 dataset
Level of theory: ωB97M-V/def2-TZVPD

Geometry as XYZ:
```
49
Properties=species:S:1:pos:R:3:forces:R:3
Ru 0.380360 0.746073 0.328281 0.1393 -0.0279 0.1252
O -1.567258 0.634068 -0.110602 0.0866 0.1429 -0.0307
C -2.293486 -0.257759 0.525104 -0.0211 -0.0685 -0.0520
C -3.228432 -1.029933 -0.189808 0.0245 0.0500 -0.0011
C -4.013031 -1.953663 0.461019 -0.0213 -0.0295 0.0592
C -3.931990 -2.142814 1.848462 -0.0046 0.0049 -0.0646
C -3.056524 -1.368232 2.570803 0.0250 0.0196 -0.0063
C -2.225257 -0.440607 1.928778 0.0050 0.0095 -0.0544
C -1.424707 0.488893 2.681023 -0.1909 0.1444 -0.0242
N -0.488492 1.165708 2.143104 0.1088 -0.3293 -0.0099
C 0.151404 2.287359 2.806569 0.0602 0.0175 0.0111
C 0.230975 3.394286 1.763337 0.0165 -0.0421 0.0283
N 0.736535 2.770687 0.537566 -0.2517 -0.0092 -0.1126
C 1.298111 3.488564 -0.362607 0.1291 -0.0155 0.0854
C 1.940136 2.986815 -1.551047 -0.0111 0.0415 -0.0242
C 2.333599 3.919098 -2.529357 -0.0233 -0.0226 0.0531
C 3.034241 3.535488 -3.643808 0.0217 -0.0743 -0.0246
C 3.391483 2.186068 -3.781822 -0.0090 0.0927 -0.0102
C 3.046441 1.259026 -2.829864 -0.0255 -0.0420 0.0640
C 2.292260 1.622324 -1.696478 0.0947 0.1606 0.1084
O 1.999066 0.692270 -0.816353 -0.2954 -0.2620 -0.3358
H -3.275465 -0.891819 -1.260786 0.0038 -0.0142 -0.0023
H -4.709869 -2.550534 -0.115434 -0.0015 0.0020 0.0004
H -4.558122 -2.873822 2.340725 -0.0031 -0.0021 -0.0031
H -2.995506 -1.469004 3.648880 0.0049 0.0036 0.0002
H -1.695642 0.692187 3.718707 -0.0054 0.0042 -0.0118
H 1.157714 1.986392 3.108451 0.0040 -0.0107 -0.0239
H -0.411336 2.602841 3.687574 0.0145 0.0018 0.0076
H 0.888422 4.200258 2.093477 -0.0226 0.0220 0.0009
H -0.765830 3.800591 1.573677 -0.0121 -0.0343 -0.0094
H 1.345451 4.568529 -0.206360 0.0276 -0.0043 0.0081
H 2.067430 4.960823 -2.386945 0.0003 0.0002 0.0043
H 3.314512 4.259759 -4.395600 0.0054 -0.0045 -0.0048
H 3.952513 1.867344 -4.651598 0.0002 0.0049 -0.0026
H 3.323865 0.217964 -2.926512 -0.0031 0.0018 -0.0025
C -0.559245 -4.385480 -1.749408 -0.0022 -0.0051 -0.0015
N 0.011728 -3.504922 -0.743837 -0.0101 -0.0154 0.0137
C 0.690551 -3.988049 0.332378 -0.0005 -0.0076 -0.0252
C 1.232705 -3.185787 1.265965 -0.0089 0.0426 0.0023
C 1.040184 -1.767814 1.095432 0.1043 0.0578 0.1560
O 1.444466 -0.881723 1.883038 0.2311 0.1033 0.0214
N 0.355698 -1.323747 0.022189 -0.2870 0.0612 0.0950
C -0.156345 -2.123909 -0.952264 0.1038 0.0122 0.0118
O -0.730171 -1.734256 -1.951923 0.0012 0.0163 -0.0103
H -0.407397 -5.416275 -1.436870 0.0021 -0.0002 -0.0034
H -0.086173 -4.219055 -2.716016 0.0010 0.0005 -0.0004
H -1.623870 -4.186684 -1.858464 0.0006 -0.0028 0.0052
H 0.769958 -5.066138 0.385344 -0.0069 -0.0006 -0.0129
H 1.774344 -3.571391 2.113884 0.0012 0.0065 0.0032
```
Forces are in eV/Å.

Computed properties:
Multiplicity: 2
Highest occupied orbital energy (alpha / beta), eV: -7.7526 / -7.6159
Orbital gap (alpha / beta), Ha: 0.2852 / 0.2769

Atomic partial charges in e from the Mulliken method, atoms 1 to 6: 0.52 -0.93 0.86 -0.36 -0.43 -0.70

***

Computed maximum force, in the same sequence as the records: 1.08; 0.52 eV Å⁻¹.
Computed energy, in the same sequence as the records: -45582.3613; -38818.7094 eV.
Computed energy above the lowest of the compared OMol25 structures with the same formula, charge and spin, in the same sequence as the records: 0.0; 43.9 kJ/mol.